[1]
Density functional theory data (ωB97M-V/def2-TZVPD) for 2 unconnected molecules or ions with the total composition C4H15N3O in a non-equilibrium geometry.

XYZ file:
```
23
Properties=species:S:1:pos:R:3:mulliken_charge:R:1
C -1.16571 1.22983 1.37723 -0.41
C -0.43724 0.06146 0.73539 -0.92
C -1.18461 -0.88839 -0.15485 0.80
C -1.61228 -0.51978 -1.39445 -1.15
N -2.75341 -0.74420 -2.36323 -0.20
N -1.25368 -2.15870 0.28266 -0.40
N -0.13286 2.26008 1.74155 -0.32
H -1.92272 1.60995 0.67080 0.35
H -1.84057 1.12599 2.27500 0.34
H 0.15325 -0.45635 1.51321 0.44
H 0.38707 0.50565 0.17696 0.47
H -0.81096 0.02935 -1.95904 0.33
H -3.26990 -1.58430 -2.09043 0.34
H -3.21907 0.15966 -2.24182 0.39
H -2.29013 -0.53937 -3.26116 0.39
H -1.64758 -2.97555 -0.15800 0.21
H -1.00620 -2.37322 1.24330 0.23
H 0.10196 2.95220 1.01482 0.36
H 0.73589 1.80838 2.06149 0.37
H -0.42514 2.74960 2.59599 0.38
H 6.27270 -0.04695 -0.46918 0.29
H 7.26953 1.09886 -0.20694 0.32
O 7.18713 0.14220 -0.25729 -0.62
```

Properties
LUMO energy: -6.8 eV
Frontier orbital gap: 0.300 hartree
Calculated total energy: -10890.3951 eV
Net charge: +2

[2]
Density functional theory data (ωB97M-V/def2-TZVPD) for 2 unconnected molecules or ions with the total composition C4H15N4 in a non-equilibrium geometry.

XYZ file:
```
23
Properties=species:S:1:pos:R:3:mulliken_charge:R:1
C 1.93956 1.01026 -1.54821 -0.96
C -0.82561 -2.20277 -0.42164 -0.98
C -2.45782 -0.46296 -0.27970 -1.00
C -0.11560 0.10137 -0.82123 0.03
N 0.93399 1.60434 2.48919 -0.21
N 1.02716 -0.12306 -1.39613 -0.19
N 0.98167 0.41597 1.61604 -0.73
N -1.12809 -0.75165 -0.77893 0.10
H 2.36309 1.03577 -0.58130 0.33
H 2.55958 0.69631 -2.32679 0.34
H 1.26347 1.72399 -1.76665 0.38
H -0.16377 -2.39370 0.43223 0.30
H -1.80245 -2.62819 -0.43532 0.43
H -0.33532 -2.64051 -1.36664 0.36
H -2.64852 -0.56667 0.78045 0.35
H -2.76750 0.69850 -0.34618 0.30
H -3.11869 -0.88614 -0.94960 0.45
H -0.30815 1.07693 -0.75134 0.31
H 1.04480 1.21581 3.43026 0.33
H 0.02075 2.07815 2.66186 0.30
H 1.60815 -0.94140 -1.39739 0.29
H 0.28402 -0.28058 1.77263 0.13
H 1.64528 2.22024 1.98440 0.35
```

Properties
LUMO energy: -2.8 eV
Frontier orbital gap: 0.315 hartree
Calculated total energy: -10340.7058 eV
Net charge: +1

[3]
Density functional theory data (ωB97M-V/def2-TZVPD) for 2 unconnected molecules or ions with the total composition C4H15N4OS2.

XYZ file:
```
26
Properties=species:S:1:pos:R:3:mulliken_charge:R:1
C 1.83555 0.40410 0.91445 -0.52
N 0.51645 0.53118 1.56739 -0.24
C -0.17446 1.69092 1.29097 0.40
N 0.28308 2.99362 1.38609 -0.43
S 1.45302 3.34749 2.60422 -0.07
N -1.41119 1.54867 0.91874 0.24
N -2.26914 2.59086 0.58446 -0.72
H 2.48143 -0.20595 1.54362 0.34
H 1.73470 -0.08957 -0.05219 0.18
H 2.33376 1.36794 0.78447 0.18
H 0.55551 0.33716 2.56094 0.31
H 0.40581 3.48255 0.50580 0.33
H 2.54750 3.34536 1.82914 0.16
H -1.74808 0.60180 0.78557 0.32
H -3.22070 2.30833 0.79712 0.28
H -2.02217 3.39878 1.15326 0.30
C 0.32815 -3.91122 -2.21145 -0.94
S 0.24689 -2.14744 -2.51614 0.43
O 1.29033 -1.52307 -1.65216 -0.62
C -1.32933 -1.87512 -1.69381 -0.87
H 1.27554 -4.26319 -2.61337 0.33
H 0.28573 -4.09472 -1.13840 0.31
H -0.49541 -4.40471 -2.72684 0.37
H -1.25282 -2.20435 -0.65674 0.29
H -2.11307 -2.42236 -2.21652 0.41
H -1.53708 -0.80709 -1.74862 0.23
```

Properties
LUMO energy: -3.5 eV
Frontier orbital gap: 0.302 hartree
Calculated total energy: -34061.0314 eV
Net charge: +1